1.
A single C21H32N4O3 molecule. Source: the OMol25 dataset; level of theory: the ωB97M-V functional and the def2-TZVPD basis.

Geometry (Å):
C (-7.138, 0.653, -3.015)
C (-5.649, 0.981, -2.950)
C (-4.836, -0.118, -2.273)
C (-3.348, 0.211, -2.195)
C (-2.548, -0.887, -1.502)
C (-1.056, -0.667, -1.450)
C (-0.446, 0.510, -1.407)
C (1.045, 0.669, -1.332)
C (1.468, 1.723, -0.315)
O (0.633, 2.301, 0.358)
N (2.796, 2.017, -0.240)
C (3.235, 3.085, 0.650)
C (4.461, 2.717, 1.486)
C (4.293, 1.451, 2.312)
C (5.392, 0.436, 2.316)
C (4.057, 0.080, 1.709)
C (3.171, -0.774, 2.596)
O (3.290, -0.725, 3.809)
N (2.250, -1.570, 2.012)
C (1.299, -2.348, 2.775)
C (0.007, -2.466, 2.042)
N (-1.196, -2.313, 2.493)
C (-1.962, -2.590, 1.404)
C (-3.450, -2.539, 1.429)
N (-1.299, -2.904, 0.328)
O (0.034, -2.825, 0.759)
C (4.015, -0.131, 0.188)
C (3.817, 1.098, -0.705)
H (-7.697, 1.453, -3.501)
H (-7.316, -0.265, -3.578)
H (-7.556, 0.517, -2.015)
H (-5.269, 1.146, -3.962)
H (-5.508, 1.922, -2.412)
H (-5.224, -0.286, -1.263)
H (-4.973, -1.058, -2.817)
H (-2.950, 0.368, -3.202)
H (-3.219, 1.157, -1.661)
H (-2.906, -1.034, -0.478)
H (-2.714, -1.831, -2.030)
H (-0.456, -1.572, -1.409)
H (-1.022, 1.428, -1.424)
H (1.500, -0.295, -1.089)
H (1.421, 0.971, -2.315)
H (3.509, 3.947, 0.031)
H (2.421, 3.384, 1.302)
H (5.353, 2.663, 0.860)
H (4.641, 3.546, 2.172)
H (3.862, 1.651, 3.284)
H (6.240, 0.571, 1.654)
H (5.669, -0.019, 3.258)
H (2.122, -1.526, 1.017)
H (1.704, -3.346, 2.967)
H (1.117, -1.886, 3.742)
H (-3.896, -2.994, 0.548)
H (-3.821, -3.081, 2.301)
H (-3.804, -1.514, 1.544)
H (4.937, -0.633, -0.120)
H (3.234, -0.838, -0.087)
H (3.529, 0.731, -1.694)
H (4.736, 1.648, -0.905)

## Properties
Highest occupied orbital energy: -9.1 eV
Energy above the lowest of the compared OMol25 structures with the same formula, charge and spin: 3.760 eV
SMILES: CCCCC/C=C/CC(=O)N1CC[C@@H]2C[C@]2(C(=O)NCc2nc(C)no2)CC1
Gap between HOMO and LUMO: 9.75 eV
E: -1264.114308 Ha

Atomic partial charges in e from the Mulliken method, atoms 1 to 5: C -1.284; C -0.342; C -0.722; C -0.682; C -0.063


2.
A molecular structure, CH6N2O4S2. Source: the OMol25 dataset; level of theory: the ωB97M-V functional and the def2-TZVPD basis.

Geometry (Å):
C (1.829, 0.484, -0.667)
N (-1.504, 1.275, 1.070)
N (1.356, -2.125, -0.477)
O (0.494, -0.611, 1.365)
O (-0.569, -0.448, -0.877)
O (-2.677, 0.899, -1.090)
O (-2.424, -0.944, 0.542)
S (0.764, -0.793, -0.031)
S (-1.882, 0.170, -0.128)
H (1.800, 0.397, -1.810)
H (1.377, 1.302, -0.091)
H (2.836, 0.281, -0.310)
H (-1.044, 2.033, 0.776)
H (-1.188, 0.977, 1.982)
H (0.832, -2.897, -0.254)

## Properties
Highest occupied orbital energy (alpha / beta): -4.2 / -10.8 eV
Multiplicity: 3
<S²>: 2.01
Gap between HOMO and LUMO (alpha / beta): 4.62 / 6.62 eV
E: -1248.227149 Ha

Atomic partial charges in e from the Mulliken method, atoms 1 to 5: C -0.887; N -0.505; N -0.503; O -0.547; O -0.269


3.
A molecular structure, F4H8N2NaO12S4. Source: the OMol25 dataset; level of theory: the ωB97M-V functional and the def2-TZVPD basis.

Geometry (Å):
Na (-10.841, 0.024, 18.765)
N (-9.449, 1.099, 23.403)
S (-9.546, 1.545, 21.992)
O (-9.463, 0.615, 20.900)
O (-9.278, 2.945, 21.700)
F (-11.170, 1.515, 22.035)
S (-7.724, 1.070, 23.298)
O (-6.969, 2.295, 23.302)
O (-7.189, -0.131, 22.631)
F (-7.497, 0.692, 24.853)
N (-10.689, -0.530, 16.222)
S (-9.688, 0.623, 15.383)
O (-10.307, 1.926, 15.101)
O (-8.638, 0.108, 14.559)
F (-8.968, 1.018, 16.784)
S (-11.130, -1.180, 14.930)
O (-10.304, -2.225, 14.347)
O (-11.965, -0.455, 13.999)
F (-12.322, -2.050, 15.652)
O (-13.025, 0.704, 16.712)
H (-12.218, 0.343, 16.345)
H (-13.501, 1.046, 15.956)
O (-9.493, -1.905, 18.089)
H (-8.545, -1.855, 17.967)
H (-9.859, -1.556, 17.276)
O (-13.462, -0.605, 19.012)
H (-13.308, -0.098, 18.215)
H (-14.411, -0.574, 19.138)
O (-11.251, 2.305, 19.215)
H (-11.000, 3.011, 18.618)
H (-12.164, 2.491, 19.436)

## Properties
Highest occupied orbital energy: -7.3 eV
Energy above the lowest of the compared OMol25 structures with the same formula, charge and spin: 2.592 eV
Net charge: -1
Gap between HOMO and LUMO: 8.99 eV
E: -3171.768052 Ha

Atomic partial charges in e from the Mulliken method, atoms 1 to 5: Na 0.803; N -0.263; S 1.086; O -0.473; O -0.604


4.
A molecular structure, C4H9BrCl4GaIOP. Source: the OMol25 dataset; level of theory: the ωB97M-V functional and the def2-TZVPD basis.

Geometry (Å):
C (1.794, -0.416, -0.326)
C (1.159, 0.491, -1.380)
Br (2.661, 1.189, -2.541)
C (0.119, -0.133, -2.284)
Ga (-1.300, -1.262, -1.377)
I (-2.080, -3.127, -3.071)
P (-3.254, -0.030, -0.890)
O (-3.604, 1.002, -1.929)
H (2.847, -0.550, -0.533)
H (1.721, 0.065, 0.641)
H (1.339, -1.395, -0.302)
H (0.777, 1.403, -0.948)
H (-0.420, 0.679, -2.765)
H (0.608, -0.675, -3.084)
H (-0.830, -2.036, -0.062)
H (-3.178, 0.560, 0.405)
H (-4.319, -0.962, -0.754)
C (1.190, 1.039, 4.237)
Cl (0.130, 0.626, 2.894)
Cl (1.662, 2.738, 4.120)
Cl (0.344, 0.771, 5.768)
Cl (2.635, 0.024, 4.181)

## Properties
Highest occupied orbital energy: -5.1 eV
Energy above the lowest of the compared OMol25 structures with the same formula, charge and spin: 0.138 eV
Net charge: -1
Gap between HOMO and LUMO: 7.01 eV
E: -7211.767639 Ha

Atomic partial charges in e from the Mulliken method, atoms 1 to 5: C -0.821; C -0.015; Br -0.284; C -1.021; Ga 0.169


5.
A gas-phase ion, CH2N3O4 (charge -1). Source: the OMol25 dataset; level of theory: the ωB97M-V functional and the def2-TZVPD basis.

Geometry (Å):
N (-1.185, 0.260, -1.958)
N (-1.962, 0.664, -0.438)
C (-2.465, -0.970, 0.071)
O (-2.106, -1.155, 1.219)
O (-3.078, -1.528, -0.763)
N (-1.271, 1.388, 0.279)
O (-1.740, 1.722, 1.379)
O (-0.164, 1.811, -0.104)
H (-0.283, -0.094, -1.574)
H (-1.925, -0.508, -2.141)

## Properties
Highest occupied orbital energy: -5.6 eV
Energy above the lowest of the compared OMol25 structures with the same formula, charge and spin: 1.618 eV
Net charge: -1
SMILES: NN(C(=O)[O-])[N+](=O)[O-]
Gap between HOMO and LUMO: 9.68 eV
E: -504.439468 Ha

Atomic partial charges in e from the Mulliken method, atoms 1 to 5: N -0.493; N -0.308; C 0.668; O -0.567; O -0.576


6.
2 unconnected molecules or ions with the total composition C4H12NOS. Source: the OMol25 dataset; level of theory: the ωB97M-V functional and the def2-TZVPD basis.

Geometry (Å):
C (1.302, 0.991, 0.484)
C (0.967, 2.291, -0.226)
S (2.426, 2.875, -1.199)
C (0.071, 0.192, 1.018)
N (-0.093, -1.103, 0.368)
C (-0.606, -0.981, -1.015)
H (1.933, 0.390, -0.175)
H (1.935, 1.245, 1.341)
H (0.831, 3.134, 0.466)
H (0.029, 2.287, -0.781)
H (0.025, 0.063, 2.104)
H (-0.790, 0.841, 0.820)
H (0.778, -1.614, 0.353)
H (-0.825, 0.077, -1.159)
H (-1.287, -1.751, -1.308)
H (0.168, -1.116, -1.776)
H (-2.768, -2.672, -0.384)
H (-1.891, -2.179, 0.736)
O (-2.207, -2.970, 0.335)

## Properties
Highest occupied orbital energy: -2.3 eV
Energy above the lowest of the compared OMol25 structures with the same formula, charge and spin: 1.414 eV
Net charge: -1
Gap between HOMO and LUMO: 5.66 eV
E: -687.776086 Ha

Atomic partial charges in e from the Mulliken method, atoms 1 to 5: C -0.496; C -0.754; S -0.685; C -0.950; N -0.316


What is the formula in the second record?
CH6N2O4S2


Which value of E does entry 1 give?
-1264.114308 Ha


Which of these has the highest E?
CH2N3O4


Which formula does entry 1 have?
C21H32N4O3